[1]
The following is a DFT calculation (ωB97M-V/def2-TZVPD) of C5H10O2 as an isolated structure in a non-equilibrium geometry.

Geometry as XYZ:
```
17
C5H10O2, DFT ωB97M-V/def2-TZVPD
O 2.274 -0.050 1.023
C 1.575 -0.616 -0.062
C 0.110 -0.412 0.233
C -0.358 1.304 0.249
C -1.805 1.126 -0.016
O -2.060 -0.624 -0.613
C -0.799 -1.163 -0.685
H 3.173 0.133 0.739
H 1.749 -0.075 -1.003
H 1.891 -1.666 -0.240
H -0.171 -0.659 1.268
H -0.045 1.519 1.274
H 0.164 1.992 -0.449
H -2.251 1.688 -0.836
H -2.440 0.979 0.843
H -0.391 -1.341 -1.707
H -0.601 -2.110 -0.110
```

Results
HOMO level	-9.32	eV
LUMO	0.030	Eh
relative energy (zero: lowest compared OMol25 entry of this formula, charge and spin)	375.99	kJ/mol
maximum force	2.9	eV Å⁻¹
orbital gap	10.1	eV

[2]
The following is a DFT calculation (ωB97M-V/def2-TZVPD) of C5H10O2 as an isolated structure.

Geometry as XYZ:
```
17
C5H10O2, DFT ωB97M-V/def2-TZVPD
C 2.154 -0.677 -0.440
C 0.861 -0.748 0.330
O 0.459 0.510 0.846
C -0.941 0.415 0.588
C -1.575 1.755 0.312
C -0.793 -0.547 -0.591
O -1.492 -1.660 -0.730
H 2.966 -0.328 0.210
H 2.439 -1.661 -0.826
H 2.074 0.027 -1.273
H -0.236 -1.623 -0.254
H 0.900 -1.500 1.139
H -1.453 -0.114 1.406
H -2.638 1.626 0.082
H -1.487 2.403 1.188
H -1.084 2.244 -0.535
H -0.415 -0.037 -1.499
```

Results
HOMO level	-9.04	eV
LUMO	0.036	Eh
relative energy (zero: lowest compared OMol25 entry of this formula, charge and spin)	518.58	kJ/mol
maximum force	0.3	eV Å⁻¹
orbital gap	10.0	eV

What did the first record say?
The following is a DFT calculation (ωB97M-V/def2-TZVPD) of C5H10O2 as an isolated structure in a non-equilibrium geometry.

Geometry as XYZ:
```
17
C5H10O2, DFT ωB97M-V/def2-TZVPD
O 2.274 -0.050 1.023
C 1.575 -0.616 -0.062
C 0.110 -0.412 0.233
C -0.358 1.304 0.249
C -1.805 1.126 -0.016
O -2.060 -0.624 -0.613
C -0.799 -1.163 -0.685
H 3.173 0.133 0.739
H 1.749 -0.075 -1.003
H 1.891 -1.666 -0.240
H -0.171 -0.659 1.268
H -0.045 1.519 1.274
H 0.164 1.992 -0.449
H -2.251 1.688 -0.836
H -2.440 0.979 0.843
H -0.391 -1.341 -1.707
H -0.601 -2.110 -0.110
```

Results
HOMO level	-9.32	eV
LUMO	0.030	Eh
relative energy (zero: lowest compared OMol25 entry of this formula, charge and spin)	375.99	kJ/mol
maximum force	2.9	eV Å⁻¹
orbital gap	10.1	eV

Which formula does entry 2 have? C5H10O2

Which value of HOMO level does entry 1 give? -9.32 eV

Among the records above, which one has the highest relative energy (zero: lowest compared OMol25 entry of this formula, charge and spin)? number 2